*i*
ORCA calculation (ωB97M-V/def2-TZVPD) on a single CHBr2FS molecule.

## Properties
**LUMO level**: -1.23 eV
**Frontier orbital gap**: 8.8 eV
**Structure (SMILES)**: FC(S)(Br)Br

Last column: Löwdin charge in e.
Cartesian coordinates (Å):
C 0.220 -0.002 -0.162  -1.44
F -0.169 0.009 -1.419  -0.07
S -1.084 0.080 1.015  0.71
Br 1.371 1.972 0.258  0.30
Br 1.403 -1.533 0.225  0.62
H -1.740 -0.525 0.083  -0.13

*ii*
ORCA calculation (ωB97M-V/def2-TZVPD) on 2 unconnected molecules or ions with the total composition CHBr2FS.

## Properties
**LUMO level**: -2.03 eV
**Frontier orbital gap**: 7.4 eV

Last column: Löwdin charge in e.
Cartesian coordinates (Å):
C -2.393 -0.919 -0.236  -1.35
F -2.621 0.307 0.215  -0.12
S 0.238 -1.155 -0.027  0.30
Br -2.821 -1.029 -2.119  0.66
Br -3.194 -2.158 0.939  0.71
H 0.451 0.202 -0.471  -0.19

Which of them is the most stable? Correct choice: *i*.

*i*
ORCA calculation (ωB97M-V/def2-TZVPD) on 2 unconnected molecules or ions with the total composition C5H13N2.

## Properties
**LUMO level (spin up / spin down)**: 0.29 / 0.29 eV
**Frontier orbital gap (spin up / spin down)**: 4.4 / 7.8 eV
**Expectation value of S²**: 0.7592
**2S+1**: 2

Last column: Löwdin charge in e.
Cartesian coordinates (Å):
C -2.518 0.461 -2.038  -0.10
C -1.159 0.530 -1.380  -0.22
N -1.268 0.078 0.071  0.10
H -2.508 0.762 -3.086  0.08
H -2.895 -0.564 -2.048  0.08
H -3.246 1.099 -1.537  0.08
H -0.445 -0.186 -1.782  0.12
H -0.739 1.530 -1.338  0.12
H -2.005 0.604 0.527  0.14
H -0.233 0.197 0.514  0.05
H -1.570 -0.890 0.019  0.14
C 2.069 -0.399 0.374  -0.32
C 2.822 -1.427 0.816  -0.05
C 1.320 0.472 2.438  -0.16
N 1.084 0.226 1.142  -0.21
H 2.235 0.004 -0.623  0.08
H 2.719 -1.818 1.820  0.03
H 3.587 -1.825 0.162  0.02
H 0.468 0.805 3.027  0.00
H 2.282 0.340 2.921  0.02

*ii*
ORCA calculation (ωB97M-V/def2-TZVPD) on a single C5H13N2 molecule.

## Properties
**LUMO level (spin up / spin down)**: 1.09 / 1.06 eV
**Frontier orbital gap (spin up / spin down)**: 5.4 / 9.9 eV
**Expectation value of S²**: 0.7531
**2S+1**: 2

Last column: Löwdin charge in e.
Cartesian coordinates (Å):
C 0.458 -2.152 -1.513  -0.11
C 0.824 -0.648 -1.480  -0.25
C -0.367 0.203 -1.023  -0.23
C -0.852 -0.115 0.385  -0.23
N -0.465 2.494 1.851  0.03
C 0.323 1.359 2.003  -0.29
N 0.147 0.150 1.400  -0.06
H 0.972 -2.764 -0.779  0.07
H 0.710 -2.627 -2.470  0.06
H -0.631 -2.232 -1.523  0.06
H 1.249 -0.322 -2.422  0.10
H 1.568 -0.499 -0.694  0.09
H -1.155 0.197 -1.788  0.11
H -0.082 1.264 -1.072  0.10
H -1.819 0.325 0.641  0.11
H -1.067 -1.188 0.387  0.10
H -1.309 2.436 1.317  0.06
H -0.351 3.277 2.463  0.07
H 1.199 1.496 2.625  0.08
H 0.649 -0.654 1.693  0.11

Which of them is the most stable? Correct choice: *ii*.

*i*
ORCA calculation (ωB97M-V/def2-TZVPD) on 9 unconnected molecules or ions with the total composition H20NO8.

## Properties
**LUMO level**: -3.17 eV
**Total charge**: +1
**Frontier orbital gap**: 11.5 eV

Last column: Löwdin charge in e.
Cartesian coordinates (Å):
N 0.042 -0.082 -0.136  0.36
H 0.419 -0.817 0.388  0.09
H -0.392 0.592 0.466  0.11
H -0.590 -0.426 -0.652  0.01
H 0.755 0.561 -0.603  0.15
O 1.094 2.662 0.529  -0.14
H 2.040 2.680 0.115  0.07
H 0.636 3.447 -0.034  0.13
O -0.206 -3.034 1.997  -0.07
H -0.509 -2.925 2.863  -0.01
H -1.082 -3.329 1.517  0.11
O -2.121 -0.254 2.322  -0.01
H -1.254 -0.164 2.664  -0.05
H -2.519 -1.030 2.053  -0.01
O 0.419 -0.025 2.950  -0.02
H 0.458 0.482 3.672  0.00
H 1.340 -0.431 3.102  0.14
O -0.661 2.273 -2.244  0.03
H -0.056 2.033 -2.834  -0.02
H -1.311 1.610 -2.281  -0.04
O 0.843 -2.395 -1.798  -0.13
H 1.576 -2.983 -1.482  0.06
H 0.025 -3.077 -1.935  0.13
O -2.771 0.407 -2.028  -0.05
H -3.147 -0.197 -1.403  0.03
H -3.284 1.159 -1.600  0.11
O 3.142 1.038 -2.016  -0.06
H 3.851 0.557 -2.363  0.01
H 3.275 1.659 -1.226  0.07

*ii*
ORCA calculation (ωB97M-V/def2-TZVPD) on 9 unconnected molecules or ions with the total composition H20NO8.

## Properties
**LUMO level**: -3.66 eV
**Total charge**: +1
**Frontier orbital gap**: 10.5 eV

Last column: Löwdin charge in e.
Cartesian coordinates (Å):
N -4.361 -15.049 22.879  0.34
H -4.300 -14.295 22.245  0.08
H -5.006 -14.626 23.464  0.09
H -3.446 -15.252 23.218  0.10
H -4.655 -15.956 22.535  0.14
O -7.274 -15.107 22.091  -0.04
H -7.251 -14.149 22.069  -0.02
H -7.414 -15.421 21.198  0.04
O -1.956 -13.305 21.805  -0.01
H -2.140 -13.534 20.885  0.07
H -2.610 -12.629 21.820  0.05
O -3.422 -15.735 20.294  -0.03
H -4.108 -15.569 19.690  0.02
H -3.494 -16.668 20.489  0.00
O -6.052 -12.795 20.856  -0.02
H -6.586 -12.836 20.060  0.09
H -5.258 -12.351 20.634  0.04
O -3.225 -14.005 25.389  -0.12
H -2.350 -14.338 25.045  0.01
H -3.234 -12.990 25.482  0.09
O -2.757 -17.993 21.677  -0.02
H -1.923 -17.835 22.145  0.07
H -2.631 -18.611 20.991  0.04
O -6.720 -12.596 23.452  -0.02
H -6.224 -12.349 22.667  0.00
H -7.517 -12.149 23.333  0.03
O -1.037 -14.677 23.823  -0.05
H -0.406 -15.318 23.516  0.06
H -1.220 -14.246 22.981  -0.01

Which of them is the most stable? Correct choice: *ii*.

*i*
ORCA calculation (ωB97M-V/def2-TZVPD) on 2 unconnected molecules or ions with the total composition C5H13N2O.

## Properties
**LUMO level (spin up / spin down)**: 6.11 / 6.02 eV
**Total charge**: -2
**Frontier orbital gap (spin up / spin down)**: 1.9 / 6.7 eV
**Expectation value of S²**: 0.7514
**2S+1**: 2

Last column: Löwdin charge in e.
Cartesian coordinates (Å):
C -2.096 0.476 0.472  -0.48
O -0.744 0.209 0.514  -0.36
C -2.901 -0.812 0.731  -0.32
N -2.602 -1.746 -0.408  -0.04
H -2.430 1.256 1.195  0.07
H -2.409 0.832 -0.539  0.08
H -2.651 -1.212 1.728  0.09
H -3.986 -0.598 0.675  0.07
H -1.588 -1.854 -0.386  0.04
H -3.000 -2.662 -0.215  0.02
N 1.236 -0.759 -1.012  -0.06
C 2.110 0.398 -1.098  -0.41
C 3.417 1.493 0.773  -0.51
C 2.269 1.006 0.289  -0.23
H 0.975 -1.115 -1.936  0.03
H 0.382 -0.517 -0.442  0.00
H 1.735 1.219 -1.746  0.08
H 3.093 0.093 -1.491  0.05
H 3.478 2.002 1.748  -0.08
H 4.341 1.324 0.229  -0.10
H 1.371 0.967 0.918  0.07

*ii*
ORCA calculation (ωB97M-V/def2-TZVPD) on 2 unconnected molecules or ions with the total composition C5H13N2O.

## Properties
**LUMO level (spin up / spin down)**: 7.08 / 6.98 eV
**Total charge**: -2
**Frontier orbital gap (spin up / spin down)**: 4.3 / 6.6 eV
**Expectation value of S²**: 0.7534
**2S+1**: 2

Last column: Löwdin charge in e.
Cartesian coordinates (Å):
N 1.174 3.428 -0.707  -0.21
C 1.664 1.352 -0.245  -0.25
C 0.635 0.666 0.493  -0.29
N -0.103 -0.421 -0.296  -0.22
C 0.760 -1.606 -0.252  -0.17
C -1.308 -0.781 0.477  -0.26
C -2.300 -1.919 -0.061  -0.51
O -1.800 -3.172 0.123  -0.42
H 0.283 3.891 -0.893  -0.18
H 1.756 4.111 -0.217  -0.19
H 1.714 1.227 -1.324  0.03
H 2.598 1.675 0.233  -0.01
H 0.420 0.356 1.514  0.10
H 0.216 1.612 -0.122  0.12
H 1.131 -1.820 0.807  0.08
H 0.101 -2.481 -0.383  0.05
H 1.619 -1.567 -0.925  0.04
H -1.856 0.109 0.845  0.09
H -0.970 -1.242 1.443  0.09
H -3.174 -1.723 0.614  0.05
H -2.561 -1.695 -1.125  0.07

Which of them is the most stable? Correct choice: *i*.

*i*
ORCA calculation (ωB97M-V/def2-TZVPD) on 3 unconnected molecules or ions with the total composition H5O3.

## Properties
**LUMO level**: 5.08 eV
**Total charge**: -1
**Frontier orbital gap**: 9.5 eV

Last column: Löwdin charge in e.
Cartesian coordinates (Å):
O -1.125 -0.212 -0.219  -0.36
H -1.597 -0.652 0.494  -0.04
O 0.176 1.708 0.599  -0.25
H 0.722 2.094 -0.082  -0.04
H -0.508 0.899 0.310  -0.05
O 0.922 -1.667 -0.586  -0.21
H 0.040 -1.092 -0.551  -0.04
H 1.371 -1.077 0.036  -0.01

*ii*
ORCA calculation (ωB97M-V/def2-TZVPD) on 3 unconnected molecules or ions with the total composition H5O3.

## Properties
**LUMO level**: 4.99 eV
**Total charge**: -1
**Frontier orbital gap**: 9.2 eV

Last column: Löwdin charge in e.
Cartesian coordinates (Å):
O -2.212 0.038 0.089  -0.18
H -1.317 -0.557 0.150  -0.01
O 1.759 1.180 -0.307  -0.16
H 1.124 0.278 -0.307  0.04
H 2.509 0.736 -0.197  -0.11
O 0.161 -0.888 0.119  -0.45
H -2.185 0.780 -0.405  -0.09
H 0.161 -1.568 0.857  -0.04

Which of them is the most stable? Correct choice: *i*.

*i*
ORCA calculation (ωB97M-V/def2-TZVPD) on a single C4H5ClN2O molecule.

## Properties
**LUMO level**: -0.06 eV
**Frontier orbital gap**: 8.9 eV
**Structure (SMILES)**: O=C1C=C(Cl)CNN1

Last column: Löwdin charge in e.
Cartesian coordinates (Å):
C 1.234 -0.501 0.044  -0.69
C 0.224 -1.375 -0.331  -0.08
C -1.096 -1.096 -0.104  -0.47
C 0.859 0.973 0.424  -0.15
H 0.564 -2.357 -0.963  0.18
H -2.428 0.649 0.307  0.26
H -0.709 2.187 -0.432  0.12
H 1.715 1.507 0.048  0.08
H 0.444 1.123 1.464  0.13
N -1.246 0.342 0.023  -0.08
N -0.302 1.228 -0.646  -0.04
O -2.118 -1.824 0.196  -0.02
Cl 2.858 -0.857 -0.030  0.75

*ii*
ORCA calculation (ωB97M-V/def2-TZVPD) on a single C4H5ClN2O molecule.

## Properties
**LUMO level**: 0.04 eV
**Frontier orbital gap**: 9.6 eV
**Structure (SMILES)**: [H]/N=C/N/C=C(/Cl)C=O

Last column: Löwdin charge in e.
Cartesian coordinates (Å):
C -1.506 -0.103 0.045  -0.69
C -1.276 1.379 -0.265  -0.18
C -0.607 -0.963 -0.193  -0.22
C 1.715 -0.170 0.094  -0.26
H -0.155 1.544 -0.299  0.10
H -1.098 -2.051 -0.035  0.15
H 1.059 -1.665 -1.069  0.14
H 2.635 -0.681 -0.133  0.11
H 2.214 1.120 1.541  0.04
N 0.698 -0.719 -0.774  0.01
N 1.508 0.711 0.993  0.12
O -2.129 2.331 -0.301  -0.01
Cl -3.058 -0.733 0.395  0.70

*iii*
ORCA calculation (ωB97M-V/def2-TZVPD) on a single C4H5ClN2O molecule.

## Properties
**LUMO level**: 0.89 eV
**Frontier orbital gap**: 10.1 eV
**Structure (SMILES)**: Cl[C@H]1[C@@H]2NN=CO[C@@H]12

Last column: Löwdin charge in e.
Cartesian coordinates (Å):
C 1.126 0.351 0.638  -0.54
C -0.102 0.764 -0.119  -0.29
C -2.017 -0.830 -0.306  -0.19
C -0.143 -0.455 0.727  -0.29
H 1.475 0.790 1.562  0.10
H 0.041 0.465 -1.172  0.15
H -1.568 2.212 -0.485  0.11
H -2.786 -1.518 -0.639  0.13
H -0.595 -0.240 1.711  0.17
N -1.382 1.405 0.088  -0.02
N -2.322 0.411 -0.303  0.05
O -0.848 -1.470 0.090  0.00
Cl 2.527 -0.096 -0.343  0.63

Which of them is the most stable? Correct choice: *ii*.